Density functional theory data (ωB97M-V with the def2-TZVPD basis set) for a molecular structure, C19H16Cl4IrN4O7P.

Atoms and positions in Å:
1 Ir -0.48 -1.71 -0.71
2 Cl -1.76 -0.23 -5.30
3 Cl 3.86 0.62 -2.68
4 Cl 3.29 1.71 -5.59
5 Cl 0.52 1.25 -6.91
6 P -0.98 0.32 0.45
7 O 0.57 -3.40 -1.16
8 O -2.37 -0.63 0.77
9 O 1.55 -0.84 -1.60
10 O -0.87 -1.07 -2.66
11 O 1.80 -4.98 -0.18
12 O -3.03 -0.93 2.94
13 O 0.23 -4.53 4.67
14 N -0.89 2.89 -0.56
15 N 1.14 2.28 0.68
16 N -0.89 2.79 1.85
17 N -0.42 -2.59 1.11
18 C -1.40 1.40 1.95
19 C 2.09 0.84 -4.73
20 C -0.19 -0.01 -4.65
21 C 0.67 -4.29 2.37
22 C -2.25 -1.27 2.06
23 C 0.86 0.80 0.69
24 C 0.43 -3.63 1.20
25 C -1.19 -2.21 2.19
26 C 0.53 2.92 -0.58
27 C -1.46 1.56 -0.82
28 C 0.05 -0.52 -3.34
29 C 1.03 -4.06 -0.12
30 C -0.97 -2.86 3.44
31 C -1.40 3.47 0.67
32 C -0.04 -3.86 3.52
33 C 0.80 0.64 -5.33
34 C 1.36 -0.37 -2.75
35 C 2.36 0.36 -3.48
36 C 0.52 2.91 1.91
37 H -1.21 1.22 -1.82
38 H 1.51 0.34 -0.06
39 H -2.55 1.65 -0.78
40 H 1.35 -5.13 2.38
41 H 0.94 2.36 -1.42
42 H -2.48 3.43 0.67
43 H 0.82 3.96 1.92
44 H 0.90 3.95 -0.59
45 H -1.09 4.52 0.72
46 H 2.14 2.46 0.66
47 H -0.34 -4.20 5.37
48 H 0.93 2.39 2.77
49 H 1.13 0.42 1.68
50 H -1.57 -2.55 4.28
51 H -1.04 0.95 2.87
52 H -2.49 1.45 2.04

HOMO energy (alpha / beta) in eV: -5.72 / -8.64
LUMO level (alpha / beta) in eV: -0.575 / -2.248
2S+1: 5
Expectation value of S²: 6.037
ΔE to the lowest compared entry with this formula, charge and spin in kcal per mole: 35.2

Atom charges from the Mulliken analysis, given in e for atoms 1 to 5: number 1, Ir, carries 1.020; number 2, Cl, carries -0.173; number 3, Cl, carries -0.174; number 4, Cl, carries -0.177; number 5, Cl, carries -0.172